Record 1
{"formula": "C6H19FN4O5PS", "method": "the ωB97M-V functional and the def2-TZVPD basis", "elements": ["C", "S", "O", "O", "N", "C", "N", "N", "F", "P", "O", "O", "H", "H", "H", "H", "H", "H", "H", "H", "C", "C", "C", "O", "C", "N", "H", "H", "H", "H", "H", "H", "H", "H", "H", "H", "H"], "positions_angstrom": [[1.87, -1.81, -2.77], [0.97, -1.33, -4.23], [-0.14, -2.17, -4.39], [1.85, -1.32, -5.32], [0.39, 0.32, -4.12], [0.58, 1.00, -2.98], [1.67, 1.79, -2.81], [-0.35, 0.91, -1.99], [0.15, 0.32, -0.85], [-1.97, 0.22, -2.29], [-2.34, 0.71, -3.78], [-1.80, -1.37, -2.18], [1.84, -1.11, -1.95], [1.40, -2.72, -2.43], [2.89, -2.01, -3.06], [0.80, 0.88, -4.87], [1.69, 2.72, -3.19], [2.50, 1.45, -2.35], [-3.17, 0.28, -4.04], [-2.45, -1.84, -2.72], [1.12, -0.20, 4.12], [-0.26, -0.04, 4.74], [-1.41, -0.28, 3.76], [-1.65, 0.79, 2.86], [-0.82, 0.82, 1.73], [-0.34, 1.27, 5.38], [1.39, 0.65, 3.50], [1.88, -0.29, 4.90], [1.17, -1.10, 3.50], [-0.36, -0.80, 5.53], [-2.34, -0.38, 4.33], [-1.28, -1.22, 3.20], [-0.57, -0.19, 1.38], [0.10, 1.39, 1.93], [-1.36, 1.34, 0.93], [-1.22, 1.35, 5.89], [-0.43, 1.97, 4.64]], "gap_ha": 0.1616, "lumo_ev": -6.6735, "total_energy_ev": -45557.6979, "homo_ha": -0.4068, "total_charge": 1}

***

Record 2
{"formula": "C6H19LiNO3", "method": "the ωB97M-V functional and the def2-TZVPD basis", "elements": ["Li", "C", "C", "O", "H", "H", "H", "H", "H", "H", "O", "H", "H", "C", "C", "C", "O", "C", "N", "H", "H", "H", "H", "H", "H", "H", "H", "H", "H", "H"], "positions_angstrom": [[-0.47, -1.28, 0.55], [2.78, 0.69, -0.62], [2.59, -0.27, 0.53], [1.54, -1.22, 0.27], [3.03, 0.11, -1.52], [3.62, 1.35, -0.37], [1.88, 1.25, -0.89], [2.27, 0.31, 1.40], [3.51, -0.75, 0.85], [1.89, -1.91, -0.30], [-0.44, -3.38, 0.38], [-0.66, -3.92, -0.39], [0.04, -3.97, 0.98], [-0.64, 1.94, 1.30], [-1.89, 1.12, 0.90], [-1.88, 0.89, -0.60], [-0.82, -0.01, -0.94], [-0.53, -0.13, -2.30], [-1.83, -0.15, 1.63], [-0.75, 2.90, 0.79], [0.27, 1.47, 0.93], [-0.61, 2.14, 2.37], [-2.78, 1.67, 1.22], [-1.67, 1.83, -1.13], [-2.81, 0.52, -1.06], [-1.37, -0.52, -2.90], [0.30, -0.79, -2.53], [-0.31, 0.86, -2.74], [-1.61, -0.05, 2.61], [-2.65, -0.74, 1.57]], "relative_energy_kcal_mol": 0.0, "gap_ha": 0.4011, "lumo_ev": -2.9270, "total_energy_ev": -14364.1258, "homo_ha": -0.5086, "total_charge": 1}

***

Record 3
{"formula": "C6H19N2O2", "method": "the ωB97M-V functional and the def2-TZVPD basis", "elements": ["C", "C", "C", "N", "C", "C", "C", "N", "H", "H", "H", "H", "H", "H", "H", "H", "H", "H", "H", "H", "H", "H", "H", "H", "H", "O", "H", "H", "O"], "positions_angstrom": [[-0.38, 1.21, 0.89], [-0.26, 1.92, -0.38], [0.99, 1.50, -1.31], [2.61, -1.15, -1.05], [1.37, -1.03, -1.70], [0.63, 0.09, -1.90], [0.81, -2.29, -2.33], [-0.85, -0.23, 0.79], [-1.20, 1.83, 1.55], [0.67, 1.27, 1.39], [-1.14, 1.89, -1.01], [-0.21, 3.01, -0.20], [1.94, 1.50, -0.74], [1.02, 2.19, -2.14], [2.67, -1.94, -0.44], [3.27, -0.45, -0.84], [-0.25, 0.02, -2.50], [-0.18, -2.52, -1.92], [0.55, -2.08, -3.38], [1.45, -3.16, -2.29], [-0.57, -0.64, -0.10], [-1.83, -0.41, 0.98], [-0.53, -0.81, 1.59], [0.65, -0.14, 3.76], [-0.36, 0.83, 4.01], [0.01, 0.37, 3.23], [-4.59, -0.11, 1.57], [-3.69, -0.45, 2.74], [-3.65, -0.16, 1.82]], "relative_energy_kcal_mol": 54.9, "gap_ha": 0.3064, "lumo_ev": -2.9475, "total_energy_ev": -13598.3624, "homo_ha": -0.4147, "total_charge": 1}

***

Record 4
{"formula": "C6H19N2O2", "method": "the ωB97M-V functional and the def2-TZVPD basis", "elements": ["C", "N", "C", "C", "C", "C", "C", "N", "H", "H", "H", "H", "H", "H", "H", "H", "H", "H", "H", "H", "H", "H", "H", "H", "H", "O", "H", "H", "O"], "positions_angstrom": [[1.99, 0.92, 0.55], [1.49, -0.13, -0.30], [0.94, 0.46, -1.63], [-0.20, -0.39, -2.16], [-1.25, -0.89, -1.26], [-2.03, -1.93, -1.48], [1.39, 0.76, 2.01], [-0.06, 0.49, 1.95], [3.07, 0.82, 0.77], [1.98, 1.99, 0.29], [2.25, -0.78, -0.51], [0.67, 1.47, -1.27], [1.80, 0.53, -2.31], [-0.61, 0.06, -3.06], [0.35, -1.26, -2.64], [-1.37, -0.30, -0.35], [-2.86, -2.16, -0.79], [-2.15, -2.64, -2.31], [1.55, 1.63, 2.64], [2.02, 0.02, 2.55], [-0.45, 1.34, 1.50], [-0.47, 0.46, 2.90], [-0.43, -0.44, 1.57], [-2.25, 3.17, 0.11], [-2.11, 1.54, -0.37], [-2.03, 2.25, 0.27], [-0.87, -2.36, 0.52], [0.25, -2.52, 1.43], [-0.60, -2.07, 1.40]], "relative_energy_kcal_mol": 68.9, "gap_ha": 0.3811, "lumo_ev": -2.6730, "total_energy_ev": -13597.7569, "homo_ha": -0.4793, "total_charge": 1}

***

Record 5
{"formula": "C6H19N3Si3", "method": "the ωB97M-V functional and the def2-TZVPD basis", "elements": ["C", "C", "N", "C", "N", "C", "N", "C", "C", "Si", "Si", "Si", "H", "H", "H", "H", "H", "H", "H", "H", "H", "H", "H", "H", "H", "H", "H", "H", "H", "H", "H"], "positions_angstrom": [[3.60, -2.49, 0.43], [2.31, -1.67, 0.75], [1.14, -2.14, 0.04], [0.52, -1.36, -1.01], [-0.49, -0.46, -0.65], [-0.06, 0.82, -0.16], [-1.08, 1.74, 0.11], [-1.03, 3.07, -0.38], [-1.98, 3.25, -1.54], [-2.55, 1.16, 0.83], [-1.76, -1.32, 0.32], [-0.20, -3.02, 0.82], [3.81, -2.54, -0.64], [4.43, -2.01, 0.99], [3.58, -3.62, 0.65], [2.39, -1.61, 1.85], [2.53, -0.68, 0.49], [0.01, -2.06, -1.67], [1.22, -0.74, -1.53], [0.67, 0.72, 0.64], [0.60, 1.19, -0.99], [-0.04, 3.29, -0.68], [-1.29, 3.83, 0.37], [-3.02, 3.28, -1.40], [-1.78, 4.09, -2.14], [-1.93, 2.51, -2.27], [-2.56, 1.53, 2.26], [-3.88, 1.58, 0.16], [-2.72, -1.69, -0.94], [-0.28, -4.48, 0.13], [0.00, -3.22, 2.28]], "relative_energy_kcal_mol": 6.0, "gap_ha": 0.3012, "lumo_ev": -0.0545, "total_energy_ev": -34630.9184, "homo_ha": -0.3032, "smiles": "CCN1CN2CN(CC)[SiH2][SiH]2[SiH2]1"}

***

Record 6
{"formula": "C6H19N4", "method": "the ωB97M-V functional and the def2-TZVPD basis", "elements": ["C", "C", "C", "C", "C", "C", "N", "N", "N", "N", "H", "H", "H", "H", "H", "H", "H", "H", "H", "H", "H", "H", "H", "H", "H", "H", "H", "H", "H"], "positions_angstrom": [[1.81, -0.88, -1.42], [2.15, -0.91, 0.97], [-0.50, 2.14, -1.27], [-1.94, 0.20, -1.16], [-1.14, -0.41, 1.48], [-0.32, 0.57, 0.62], [0.32, 1.55, 1.34], [1.17, -0.76, -0.06], [-0.73, 0.90, -0.63], [-1.16, -1.84, 0.96], [1.03, -0.48, -2.23], [2.67, -0.26, -1.37], [1.97, -1.90, -1.81], [1.92, -1.71, 1.80], [2.95, -1.38, 0.39], [2.53, 0.02, 1.37], [0.64, 2.27, -1.57], [-1.05, 2.35, -2.08], [-0.55, 2.93, -0.63], [-2.07, -0.79, -0.94], [-2.77, 0.74, -0.97], [-1.80, 0.15, -2.36], [-0.64, -0.33, 2.55], [-2.27, 0.01, 1.54], [0.05, 1.55, 2.32], [0.21, 2.44, 0.92], [0.51, -1.61, 0.03], [-1.86, -2.21, 0.37], [-1.11, -2.35, 1.85]], "relative_energy_kcal_mol": 14.8, "gap_ha": [0.2202, 0.2352], "lumo_ev": [-2.3670, -6.4752], "s_squared": 2.01, "total_energy_ev": -12477.0299, "multiplicity": 3, "homo_ha": [-0.3071, -0.4732], "total_charge": 1}

***

Record 7
{"formula": "C6H19NO3Si2", "method": "the ωB97M-V functional and the def2-TZVPD basis", "elements": ["C", "C", "O", "Si", "N", "Si", "O", "C", "O", "C", "C", "C", "H", "H", "H", "H", "H", "H", "H", "H", "H", "H", "H", "H", "H", "H", "H", "H", "H", "H", "H"], "positions_angstrom": [[2.80, -1.88, 1.65], [2.67, -0.86, 0.58], [1.37, -0.29, 0.64], [0.58, 0.62, -0.35], [0.96, 2.33, -0.03], [0.04, 3.74, 0.27], [0.62, 0.19, -1.90], [0.62, -1.14, -2.40], [-1.13, 0.75, 0.09], [-2.04, -0.25, -0.21], [-1.89, -1.52, 0.75], [-3.44, 0.33, -0.10], [2.26, -1.54, 2.63], [2.18, -2.82, 1.43], [3.86, -2.06, 1.73], [2.75, -1.22, -0.38], [3.32, 0.03, 0.76], [1.93, 2.40, -0.33], [-0.25, 3.82, 1.83], [0.98, 4.87, -0.02], [-1.27, 3.63, -0.51], [1.18, -1.71, -1.62], [1.12, -1.16, -3.42], [-0.48, -1.34, -2.42], [-1.83, -0.75, -1.15], [-2.60, -2.24, 0.44], [-0.77, -1.84, 0.63], [-2.14, -1.30, 1.75], [-3.75, 0.51, 0.86], [-4.11, -0.49, -0.49], [-3.57, 1.19, -0.72]], "relative_energy_kcal_mol": 0.0, "gap_ha": 0.3661, "lumo_ev": 0.7128, "total_energy_ev": -29920.7463, "homo_ha": -0.3399, "smiles": "CCO[Si@@](N[SiH3])(OC)OC(C)C"}

***

Record 8
{"formula": "C6H19NO4", "method": "the ωB97M-V functional and the def2-TZVPD basis", "elements": ["C", "O", "C", "C", "N", "C", "C", "O", "C", "H", "H", "H", "H", "H", "H", "H", "H", "H", "H", "H", "H", "H", "H", "H", "O", "H", "H", "O", "H", "H"], "positions_angstrom": [[-7.59, -6.45, 6.22], [-6.93, -7.30, 5.27], [-7.58, -7.44, 4.06], [-8.92, -8.12, 4.05], [-9.15, -9.13, 3.00], [-10.50, -9.74, 3.08], [-10.73, -10.78, 2.04], [-10.84, -10.14, 0.81], [-11.04, -11.04, -0.33], [-7.57, -5.43, 5.86], [-7.05, -6.44, 7.17], [-8.63, -6.67, 6.44], [-6.95, -8.04, 3.43], [-7.63, -6.45, 3.57], [-9.70, -7.36, 3.95], [-9.07, -8.54, 5.07], [-8.47, -9.84, 3.05], [-11.18, -8.86, 2.95], [-10.65, -10.13, 4.07], [-11.51, -11.46, 2.27], [-9.77, -11.35, 2.13], [-10.46, -11.92, -0.26], [-10.66, -10.45, -1.20], [-12.14, -11.26, -0.45], [-5.97, -6.77, 1.45], [-6.19, -7.66, 1.10], [-5.24, -6.49, 0.88], [-6.80, -9.48, 0.76], [-6.91, -9.99, -0.03], [-7.70, -9.32, 1.08]], "relative_energy_kcal_mol": 69.2, "gap_ha": 0.3544, "lumo_ev": 0.6533, "total_energy_ev": -16208.4281, "homo_ha": -0.3304, "smiles": "COCCNCCOC.O.O"}